Record 1
{"formula": "C4H12NO2", "method": "wB97M-V/def2-TZVPD", "charge": 1, "homo_lumo_gap_ev": 9.40, "e_lumo_ev": -4.06, "homo_ha": -0.4946, "symbols": ["C", "C", "C", "N", "H", "H", "H", "H", "H", "H", "H", "H", "H", "H", "O", "C", "O", "H", "H"], "positions_angstrom": [[1.437, 0.915, 0.656], [0.386, 0.718, -0.430], [0.894, -0.249, -1.489], [0.916, 1.850, 1.722], [1.713, -0.018, 1.141], [2.340, 1.363, 0.248], [0.153, 1.701, -0.857], [-0.552, 0.373, 0.019], [1.741, 0.171, -2.033], [1.234, -1.176, -1.027], [0.132, -0.464, -2.232], [0.602, 2.735, 1.303], [0.118, 1.434, 2.204], [1.620, 2.075, 2.427], [-4.001, -1.859, 0.079], [-2.854, -2.056, -0.140], [-2.390, -3.131, -0.808], [-2.047, -1.378, 0.205], [-1.443, -3.003, -0.987]]}

=====

Record 2
{"formula": "C4H12NO2P", "method": "wB97M-V/def2-TZVPD", "s2": 2.007, "homo_lumo_gap_ev": [4.11, 6.59], "e_lumo_ev": [0.62, -4.79], "homo_ha": [-0.1284, -0.4183], "multiplicity": 3, "symbols": ["C", "C", "C", "C", "N", "O", "O", "P", "H", "H", "H", "H", "H", "H", "H", "H", "H", "H", "H", "H"], "positions_angstrom": [[0.073, 1.228, 1.612], [-0.301, 0.798, -1.185], [0.694, -0.046, 1.006], [0.121, -0.348, -0.362], [1.014, -1.245, -1.117], [-1.221, -2.485, -1.292], [-1.649, -2.043, 1.246], [-1.404, -1.450, -0.058], [-1.086, 1.112, 1.651], [0.517, 1.370, 2.607], [0.560, 2.201, 1.089], [-0.954, 0.521, -2.010], [-0.800, 1.462, -0.548], [0.634, 1.104, -1.506], [1.756, 0.059, 0.756], [0.543, -0.920, 1.666], [1.347, -1.739, -0.359], [1.738, -0.785, -1.772], [-0.346, -2.144, -1.622], [-2.467, -0.560, -0.459]]}

=====

Record 3
{"formula": "C4H12NO2S", "method": "wB97M-V/def2-TZVPD", "charge": 1, "homo_lumo_gap_ev": 9.63, "e_lumo_ev": -3.34, "homo_ha": -0.4765, "symbols": ["O", "C", "C", "C", "C", "S", "N", "H", "H", "H", "H", "H", "H", "H", "H", "H", "H", "H", "H", "O"], "positions_angstrom": [[-1.621, -0.169, 2.426], [-1.286, -0.518, 1.334], [-0.252, 0.309, 0.431], [0.875, -0.641, 0.320], [2.186, -0.297, -0.465], [1.565, 0.904, -1.781], [-0.047, 1.607, 1.256], [-1.524, -1.417, 0.770], [-0.755, 0.590, -0.490], [1.082, -0.940, 1.402], [0.615, -1.557, -0.197], [2.659, -1.124, -0.933], [2.972, 0.205, 0.081], [1.048, 0.020, -2.617], [-0.744, 1.671, 2.022], [-0.240, 2.459, 0.697], [0.927, 1.554, 1.583], [-2.072, -0.870, -2.571], [-3.081, -1.194, -1.594], [-2.308, -0.591, -1.673]]}

=====

Relative energy (zero: lowest compared OMol25 entry of this formula, charge and spin) values (in kJ/mol) by entry order: 135.9, 285.8, 178.7.
Total energy values (in eV) by entry order: -9920.8217, -19210.3431, -20755.2918.